1.
DFT (the ωB97M-V functional and the def2-TZVPD basis) results for the ion C6H10NO with charge +1.

The geometry in XYZ format:
```
18
Properties=species:S:1:pos:R:3:lowdin_charge:R:1
H -0.80369 2.56876 1.17982 0.18
H -1.75456 2.05741 -0.23647 0.18
H -2.31098 -2.39518 -0.63655 0.10
C 0.09825 1.56182 -0.52815 -0.06
C 1.88576 -0.21777 0.01541 -0.02
H 1.49144 -1.20175 0.14861 0.08
H 2.17956 -0.08687 -1.02554 0.10
O -2.70266 0.27685 -0.60410 0.25
H 0.25963 1.85484 -1.54156 0.18
C 0.87002 0.77741 0.49629 -0.13
C -1.79342 -0.32732 -0.10551 -0.42
C -1.90302 -1.76263 0.16875 0.01
H -0.76690 -2.09275 0.53812 0.16
C -0.61709 0.59183 0.20274 -0.17
H 1.30917 1.22658 1.45139 0.18
N -0.92551 2.02178 0.36805 0.22
H 2.76148 -0.03403 0.55967 0.07
H -2.48846 -1.85093 1.08164 0.09
```

Calculated values
Spin multiplicity = 3
Relative energy (zero: lowest compared OMol25 entry of this formula, charge and spin) = 59.32 kcal/mol
Total charge = +1
E_LUMO (spin up / spin down) = -2.89 / -7.55 eV
Expectation value of S² = 2.0063



2.
DFT (the ωB97M-V functional and the def2-TZVPD basis) results for the ion C6H10NO2 with charge +1.

The geometry in XYZ format:
```
19
Properties=species:S:1:pos:R:3:lowdin_charge:R:1
H 0.09254 -2.60305 1.65760 0.11
C -1.48551 0.83931 -0.48867 -0.01
C 0.93633 1.71340 -0.16516 -0.08
O 1.16709 2.12694 -1.35956 0.13
H -2.44113 1.33900 -0.29514 0.14
H -1.40865 0.24291 -1.33135 0.11
H 0.20126 -2.99433 0.17063 0.06
H 1.64806 1.82858 0.56398 0.13
H 0.37750 2.05818 -1.95261 0.17
O 2.08366 -1.36201 -0.58169 0.17
H -1.41938 -0.01154 1.49570 0.15
C -0.83245 0.13711 0.64745 -0.22
C 1.15477 -0.52129 -0.17723 -0.07
C -0.34170 -2.31231 0.71929 0.06
H 2.89715 -1.06631 -0.86762 0.09
H -1.46701 -2.31249 0.56130 0.14
N 0.03605 -0.92507 0.33270 -0.06
C -0.44519 1.48786 0.25278 -0.22
H -0.75340 2.33513 0.81760 0.17
```

Calculated values
Relative energy (zero: lowest compared OMol25 entry of this formula, charge and spin) = 50.49 kcal/mol
Total charge = +1
E_LUMO = -3.36 eV



3.
DFT (the ωB97M-V functional and the def2-TZVPD basis) results for an isolated molecule of C6H10NOP.

The geometry in XYZ format:
```
19
Properties=species:S:1:pos:R:3:lowdin_charge:R:1
H 0.88393 1.11921 -1.65886 0.08
O 0.23724 2.68552 0.21799 -0.02
H -2.14247 -0.23003 0.06790 0.09
C -0.02802 -0.32538 -0.36414 -0.49
H 0.75379 -0.49672 -2.35530 0.09
H 0.69847 1.44848 3.46121 -0.13
P 1.36444 2.35711 2.64172 0.86
H 0.46681 3.37674 2.91574 -0.11
C 0.06821 -1.71966 -0.01421 -0.10
H -1.75478 -0.39788 -1.65095 0.09
C -1.45449 0.07378 -0.71870 -0.03
H 1.98491 -0.15802 -1.13634 0.09
H 0.16199 -3.93069 0.36602 0.02
C 0.96742 0.05885 -1.44912 -0.03
H -1.50529 1.15390 -0.83458 0.08
C 0.11109 -2.89453 0.20875 0.16
N 0.34730 0.53199 0.95484 0.07
C 0.51880 1.84872 1.04228 -0.82
H 0.72091 -0.05109 1.69111 0.10
```

Calculated values
Relative energy (zero: lowest compared OMol25 entry of this formula, charge and spin) = 36.95 kcal/mol
Structure (SMILES) = C#CC(C)(C)NC(=O)P
E_LUMO = 0.77 eV



4.
DFT (the ωB97M-V functional and the def2-TZVPD basis) results for the ion C6H10NOS with charge +1.

The geometry in XYZ format:
```
19
Properties=species:S:1:pos:R:3:lowdin_charge:R:1
H -1.37480 -0.86563 -1.33152 -0.10
H -1.78847 -1.69025 1.92012 0.13
H 0.74929 -0.25108 0.79261 0.12
H 2.18668 -1.02506 -1.44177 0.16
H 0.97331 1.39416 -1.65262 0.15
H -2.05652 0.52978 2.08701 0.08
C -1.42477 -1.07099 1.01196 -0.48
O 2.48211 -1.41846 0.58683 0.01
H -1.07652 2.34154 -1.34993 0.11
N 0.96871 -0.01911 -0.13908 0.04
C 0.40092 0.97497 -0.84028 -0.01
C -0.91120 1.50992 -0.72135 -0.06
H 3.41015 -1.37390 1.05686 0.20
H 2.87421 0.34890 -0.62560 0.15
S -1.27508 -1.91849 -0.50530 0.88
C 2.27519 -0.55156 -0.40258 -0.31
H -2.78988 1.69621 0.17801 0.12
C -1.74297 0.20205 1.20498 -0.17
C -1.88036 1.18699 0.17165 -0.01
```

Calculated values
Relative energy (zero: lowest compared OMol25 entry of this formula, charge and spin) = 56.84 kcal/mol
Total charge = +1
E_LUMO = -5.49 eV



5.
DFT (the ωB97M-V functional and the def2-TZVPD basis) results for the ion C6H10NS with charge +1.

The geometry in XYZ format:
```
18
Properties=species:S:1:pos:R:3:lowdin_charge:R:1
S 1.89809 1.38623 0.19387 0.95
H 1.22049 -2.25309 0.13023 0.15
H -3.18820 -0.09306 1.52021 0.10
C 1.02728 -1.18818 0.31492 -0.18
H -0.20163 -1.11086 -1.28544 0.20
H -4.40359 0.62828 0.29900 0.05
C 2.20180 -0.36538 0.83136 -0.36
N 0.66875 -0.65592 -1.01028 0.01
H 3.18647 -0.86121 0.38835 0.13
C -2.30338 0.89792 -0.02631 -0.14
C 0.63915 0.80174 -0.98840 -0.43
C -1.04115 1.23590 -0.27644 -0.04
C -3.39344 0.38409 0.50802 0.02
H -0.94168 2.23635 0.11444 0.07
H 0.58210 1.19813 -1.99753 0.11
H 1.43198 -0.80942 -1.54651 0.13
H 2.43199 -0.28895 1.88873 0.08
H 0.18494 -1.14259 0.94179 0.12
```

Calculated values
Relative energy (zero: lowest compared OMol25 entry of this formula, charge and spin) = 79.81 kcal/mol
Structure (SMILES) = C=C=C[C@@H]1[NH2+]CCS1
Total charge = +1
E_LUMO = -3.49 eV